Molecular formula: C3H9Ag2FO4P
Method: DFT, ωB97M-V/def2-TZVPD

Geometry as ORCA input:
```
! RIJCOSX wB97M-V def2-TZVPD def2/J DEFGRID3
* xyz 1 1
Ag 12.812 -14.551 -8.771
Ag 15.530 -14.291 -9.557
F 14.163 -15.382 -9.545
C 19.260 -14.268 -7.153
O 17.932 -14.720 -6.965
P 17.239 -15.729 -8.061
O 16.930 -15.089 -9.354
O 18.219 -17.029 -7.983
C 18.455 -17.619 -6.724
O 15.915 -16.363 -7.361
C 14.924 -17.113 -8.070
H 19.862 -14.517 -6.279
H 19.310 -13.190 -7.309
H 19.708 -14.774 -8.008
H 19.539 -17.701 -6.637
H 18.076 -18.641 -6.697
H 18.169 -17.100 -5.809
H 15.280 -17.421 -9.053
H 14.025 -16.507 -8.189
H 14.621 -18.034 -7.572
*
```

LUMO energy = -5.0947 eV
total energy = -1155.3546 hartree
highest occupied orbital energy = -12.5 eV